(1)
Molecular formula: C32H44BBeF4N4O4
Method: DFT, the ωB97M-V functional and the def2-TZVPD basis

```
90
Properties=species:S:1:pos:R:3:lowdin_charge:R:1
Be 2.3617 -0.2018 -0.0714 1.024
B -0.2512 -1.2330 -0.2296 -1.338
F 0.3108 -0.4832 -1.3021 0.079
F -1.5122 -1.6708 -0.5294 0.175
F 0.7034 -2.2353 0.0435 0.103
F -0.3177 -0.3726 0.8736 0.113
N -4.1369 2.0437 0.3918 0.050
C -5.4830 2.1975 0.3420 -0.150
C -6.3647 1.2000 -0.0090 -0.070
C -5.8632 -0.0762 -0.2965 -0.060
C -4.4756 -0.2165 -0.3519 -0.073
C -3.6645 0.8557 0.0609 -0.164
H -5.8032 3.1791 0.6655 0.101
H -7.4114 1.4200 -0.1680 0.105
H -6.5308 -0.8964 -0.5181 0.109
H -4.0552 -1.1628 -0.6600 0.094
H -2.5832 0.8009 0.1085 0.084
N 1.4571 2.1254 -0.5020 0.060
C 0.1499 2.4243 -0.7186 -0.088
C -0.3479 3.7187 -0.7338 -0.027
C 0.5392 4.7683 -0.5757 -0.048
C 1.8989 4.4844 -0.5081 -0.053
C 2.3072 3.1704 -0.4781 -0.149
H -0.4881 1.5656 -0.8697 0.095
H -1.4109 3.8880 -0.8317 0.115
H 0.2415 5.8056 -0.6427 0.119
H 2.5993 5.3059 -0.5566 0.115
H 3.3459 2.9123 -0.3167 0.107
N 3.4961 -2.5299 -0.3718 0.046
C 3.0866 -3.8086 -0.1880 -0.094
C 3.9282 -4.8875 -0.4523 -0.037
C 5.1802 -4.6657 -0.9943 -0.060
C 5.5872 -3.3828 -1.2418 -0.061
C 4.7477 -2.3570 -0.8698 -0.144
H 2.0968 -3.9039 0.2332 0.105
H 3.6548 -5.9156 -0.2626 0.113
H 5.7878 -5.5196 -1.2633 0.118
H 6.5611 -3.1309 -1.6373 0.115
H 5.0884 -1.3525 -1.0861 0.092
N 2.8676 -0.1417 -2.5521 0.042
C 3.5151 0.9759 -2.9370 -0.139
C 3.4901 1.4554 -4.2479 -0.031
C 2.7302 0.7407 -5.1710 -0.039
C 2.0676 -0.3996 -4.7725 -0.056
C 2.0992 -0.7722 -3.4472 -0.116
H 4.1526 1.4415 -2.1981 0.097
H 3.9984 2.3518 -4.5699 0.112
H 2.7447 1.0052 -6.2200 0.120
H 1.4679 -0.9764 -5.4598 0.100
H 1.4680 -1.5941 -3.1381 0.123
C -2.7156 -1.4262 3.2402 -0.012
C -3.4507 -0.3723 4.0414 -0.477
O -2.9301 0.2389 4.9478 0.055
C -4.9126 -0.0837 3.7191 -0.011
H -3.3234 -2.2992 3.0038 0.090
H -1.9145 -1.7550 3.9050 0.071
H -2.2920 -1.0337 2.3174 0.065
H -5.5292 -0.4459 4.5394 0.090
H -5.2282 -0.5748 2.7982 0.062
H -5.0017 0.9770 3.4872 0.082
C 1.0143 -2.7855 3.3556 0.012
C 2.0996 -1.7361 3.2354 -0.450
O 2.5372 -1.4035 2.1512 0.002
C 2.6262 -1.0747 4.4937 0.006
H 0.5401 -2.7098 4.3345 0.084
H 1.5046 -3.7552 3.2720 0.100
H 0.2475 -2.5792 2.6112 0.077
H 2.8472 -1.8266 5.2512 0.094
H 1.8404 -0.4446 4.9165 0.076
H 3.4591 -0.4246 4.2381 0.090
C 1.1235 3.4193 3.0653 -0.004
C 0.9264 1.9323 2.8387 -0.453
O 1.7193 1.3009 2.1701 0.007
C -0.1836 1.3022 3.6407 -0.003
H 0.9941 3.7428 4.0970 0.090
H 0.4688 3.9951 2.4078 0.084
H 2.1404 3.7013 2.7872 0.081
H 0.2245 1.0415 4.6180 0.094
H -0.4778 0.3429 3.2109 0.058
H -1.1209 1.8544 3.6659 0.094
C -1.3276 -0.1948 -5.4546 -0.022
C -2.6454 -0.6217 -4.8537 -0.487
O -3.4033 -1.3590 -5.4455 0.078
C -2.9507 -0.2264 -3.4361 -0.021
H -0.6232 -1.0164 -5.5706 0.067
H -0.7811 0.4284 -4.7392 0.064
H -1.4593 0.4064 -6.3524 0.093
H -2.9039 0.8641 -3.4432 0.095
H -2.2829 -0.6435 -2.6778 0.070
H -3.8874 -0.7047 -3.1562 0.079
```

Summary:
Charge ... +1
Energy above the lowest of the compared OMol25 structures with the same formula, charge and spin ... 0.0 kJ/mol
Gap between HOMO and LUMO ... 6.54 eV
Energy ... -2204.75505 hartree

(2)
Molecular formula: C32H44BrCuN3P2S
Method: DFT, the ωB97M-V functional and the def2-TZVPD basis

```
84
Properties=species:S:1:pos:R:3:lowdin_charge:R:1
C -6.7279 -1.0842 6.1073 0.002
C -6.8607 -1.3903 4.7375 -0.227
C -8.0625 -1.9538 4.2873 -0.013
C -9.1051 -2.1174 5.2090 -0.119
N -8.9835 -1.7794 6.4819 0.074
C -7.8411 -1.2891 6.9366 -0.117
C -5.7877 -1.1914 3.7808 0.101
C -4.7551 -1.1881 3.1201 0.025
C -3.4764 -1.2021 2.5706 -0.235
C -2.6902 -0.0641 2.7524 0.037
C -1.5969 0.1010 1.8830 -0.033
C -1.4366 -0.8827 0.9122 -0.089
C -2.0033 -2.1650 0.9429 -0.077
C -3.1501 -2.3129 1.7580 0.015
Cu -1.8675 -0.5206 -0.9397 0.190
P -1.2802 1.6726 -1.3409 0.965
H -8.1463 -2.2717 3.2490 0.114
H -5.7747 -0.7226 6.4977 0.118
H -10.0392 -2.5382 4.8589 0.113
H -7.7628 -1.0404 7.9886 0.115
H -3.8255 -3.1863 1.7231 0.145
H -3.0176 0.6887 3.4842 0.152
H -1.6728 -3.0178 0.3224 0.101
H -1.0242 1.0049 1.9249 0.103
C -0.2176 2.2044 -2.7268 -0.384
C -0.9279 2.9582 -3.8587 -0.127
H 0.2267 1.2637 -3.0996 -0.003
H 0.6108 2.8118 -2.3143 0.100
H -0.1971 3.3135 -4.5999 0.094
H -1.6336 2.3062 -4.3898 0.063
H -1.4771 3.8352 -3.4894 0.073
C -3.0233 1.6184 -1.9083 -0.386
C -4.0165 2.3464 -1.0176 -0.112
H -3.3164 0.5476 -1.9065 0.019
H -3.0812 1.9353 -2.9581 0.088
H -5.0374 2.0375 -1.2752 0.092
H -3.8555 2.1016 0.0402 0.072
H -3.9502 3.4295 -1.1459 0.077
C -1.1154 3.0696 -0.1313 -0.370
C -1.2580 4.4952 -0.6777 -0.116
H -0.1197 2.9313 0.3221 0.060
H -1.8500 2.8822 0.6648 0.069
H -1.2340 5.2042 0.1623 0.091
H -0.4358 4.7647 -1.3538 0.079
H -2.2056 4.6583 -1.2081 0.065
Br 0.3067 -1.3296 -2.4975 0.293
P -3.1261 -3.2047 -3.0783 1.212
C -2.8923 -1.4623 -3.5855 -0.428
C -3.1253 -1.1909 -5.0760 -0.114
H -1.8273 -1.2237 -3.3726 -0.062
H -3.5516 -0.8260 -2.9752 0.058
H -3.4334 -0.1457 -5.2575 0.088
H -2.2110 -1.3740 -5.6486 0.089
H -3.9035 -1.8519 -5.4768 0.074
C -1.5460 -4.0765 -2.6792 -0.409
C -1.1375 -5.3369 -3.4476 -0.117
H -1.5716 -4.2912 -1.5998 0.068
H -0.7769 -3.3054 -2.8765 -0.069
H -0.0542 -5.4890 -3.3176 0.090
H -1.6493 -6.2344 -3.0872 0.080
H -1.3350 -5.2526 -4.5242 0.082
C -4.1471 -3.4148 -1.5890 -0.390
C -5.5336 -3.9686 -1.9619 -0.131
H -4.2226 -2.4641 -1.0444 0.074
H -3.6260 -4.1360 -0.9478 0.082
H -6.0968 -4.2735 -1.0698 0.089
H -6.1351 -3.2415 -2.5105 0.080
H -5.4346 -4.8484 -2.6106 0.080
N 0.8616 -3.3114 0.0721 0.086
C 1.3600 -2.2958 0.8084 -0.683
N 1.1893 -1.0194 0.6172 0.081
C 1.9098 -0.2560 1.4789 -0.312
C 1.9730 1.1436 1.4974 -0.013
C 2.8582 1.7597 2.3911 -0.057
C 3.6460 0.9926 3.2805 -0.045
C 3.5846 -0.4144 3.2417 -0.071
C 2.6840 -1.0234 2.3974 -0.453
S 2.2872 -2.7205 2.2405 1.123
H 1.3860 -4.1826 0.2149 0.116
H 0.6550 -3.0453 -0.8984 -0.027
H 1.3435 1.7019 0.8078 0.080
H 2.9478 2.8451 2.4042 0.111
H 4.2961 1.4908 4.0086 0.119
H 4.2264 -1.0455 3.8639 0.123
```

Summary:
Spin multiplicity ... 2
Charge ... +2
Energy above the lowest of the compared OMol25 structures with the same formula, charge and spin ... 229.2 kJ/mol
Gap between HOMO and LUMO (spin up / spin down) ... 4.75 / 4.47 eV
Energy ... -6704.65907 hartree

(3)
Molecular formula: C32H44CaCl2F2IKN3O12PSi
Method: DFT, the ωB97M-V functional and the def2-TZVPD basis

```
100
Properties=species:S:1:pos:R:3:lowdin_charge:R:1
C 0.4705 2.8772 -1.0878 0.131
C -0.6591 2.6307 -0.7565 -0.087
C -1.8994 2.2913 0.0090 -0.153
N -2.1692 0.8569 0.0249 0.015
C -2.9754 0.3934 -1.1124 -0.058
C -3.4420 1.2915 -2.2691 -0.127
C -4.9217 1.8125 -2.0923 -0.059
C -5.7787 1.2383 -3.2612 -0.515
N -6.8383 0.3510 -2.9475 0.140
O -5.5397 1.5826 -4.3949 0.067
C -3.4404 -1.0634 -1.2971 -0.169
O -4.1870 -1.4920 -2.4059 -0.092
C -3.4152 -2.3846 -3.2910 -0.079
C -3.0315 -1.7429 -4.6981 -0.091
O -1.5966 -1.8871 -4.9286 -0.423
C -0.8749 -0.9202 -4.1317 -0.367
C -0.2921 0.2381 -5.1220 -0.121
C -3.0733 -2.0894 -0.1794 -0.248
O -3.5521 -3.4400 -0.3415 -0.113
N -4.9835 -3.5199 -0.1781 0.036
O -5.3378 -2.9528 0.7668 0.123
C -2.1674 -1.5696 1.0648 -0.134
C -1.8900 -2.7088 2.1502 -0.646
I -2.3863 -2.1484 4.2039 0.960
C -0.5282 -3.5698 2.0024 -0.218
C -0.0028 -3.5793 0.4830 -0.163
C -1.6858 -0.0502 1.0946 0.028
C -0.7805 0.4371 2.2450 -0.453
F -0.0334 1.5478 1.8706 0.046
F -1.4832 0.8659 3.3283 0.064
C 0.4008 -0.5519 2.6194 -0.146
C 1.7571 0.2159 2.8852 -0.182
Si 2.9937 -1.1258 3.4831 0.603
C 2.3558 -2.1391 4.9472 -0.169
C 4.6009 -0.2234 3.9204 -0.167
C 3.3453 -2.1808 1.9188 -0.234
C 3.2448 -3.5898 1.8518 -0.095
C 3.5028 -4.2021 0.5857 -0.118
C 3.8299 -3.4655 -0.5627 -0.100
C 3.9619 -2.0354 -0.4997 -0.074
C 3.7097 -1.4344 0.7454 -0.100
H 1.5393 2.9610 -1.3351 -0.033
H -1.8805 2.6107 1.0747 0.152
H -2.7352 2.9109 -0.3841 0.137
H -2.7413 2.1235 -2.4716 0.120
H -3.4476 0.6787 -3.1950 0.086
H -4.8852 2.9109 -2.2486 0.132
H -5.3541 1.5987 -1.0986 0.126
H -6.4341 -0.4367 -2.4388 0.082
H -7.1991 0.0035 -3.8376 0.103
H -4.0118 -3.3078 -3.4432 0.143
H -2.4821 -2.7405 -2.7919 0.112
H -3.5047 -2.3884 -5.4672 0.139
H -3.3792 -0.7056 -4.8552 0.133
H -1.4739 -0.4795 -3.2847 0.105
H 0.0734 -1.4080 -3.6667 0.050
H 0.4675 -0.1788 -5.8718 -0.079
H -1.1515 0.7205 -5.6215 0.104
H 0.2786 0.9791 -4.5240 0.104
H -2.6716 -3.4860 2.0232 0.046
H 0.2701 -3.2909 2.7140 0.068
H -0.7483 -4.6400 2.2111 0.118
H -0.9056 -3.9865 -0.1457 0.092
H 0.3196 -2.5353 0.1360 -0.025
H 0.7918 -4.3402 0.4283 0.076
H 0.2109 -1.1296 3.5374 0.045
H 0.5849 -1.1516 1.7076 0.087
H 1.6473 1.0231 3.6326 0.101
H 2.2085 0.5731 1.9360 0.078
H 1.6365 -1.5692 5.5761 0.051
H 3.1674 -2.5843 5.5538 0.042
H 1.7564 -2.9952 4.5437 0.014
H 4.9828 0.2459 2.9890 0.035
H 5.3761 -0.9381 4.2629 0.036
H 4.4063 0.5403 4.7033 0.052
H 2.9632 -4.1799 2.7355 0.102
H 3.4171 -5.2951 0.4468 0.104
H 4.0007 -3.9209 -1.5502 0.098
H 4.2237 -1.4645 -1.4013 0.102
H 3.8000 -0.3359 0.8089 0.092
O -0.1944 6.2145 0.8216 -0.190
P 1.1775 5.8697 1.3964 -0.110
O 1.7341 7.0524 2.1783 -0.148
O 2.1288 5.5170 0.2622 -0.245
O 1.0349 4.6584 2.3237 -0.164
Ca 0.4882 -1.9919 -5.8678 1.049
C 1.3245 3.4897 5.6060 -0.810
O 1.8380 4.2521 4.7518 0.033
O 0.1357 2.9343 5.1534 0.026
O 1.7165 3.1781 6.7323 0.031
H 0.1627 3.3895 4.2861 0.074
Cl 3.8955 2.7033 -1.1675 0.559
C 4.6386 4.3278 -1.2549 -0.628
C 5.5355 4.4821 -2.4576 -0.660
Cl 7.0117 3.4839 -2.3390 0.519
H 5.1792 4.4988 -0.3270 0.082
H 3.8188 5.0451 -1.3063 0.053
H 5.8608 5.5183 -2.5402 0.075
H 5.0210 4.2115 -3.3781 0.063
K -0.8314 -1.7900 -0.9043 0.746
```

Summary:
Charge ... 0
Gap between HOMO and LUMO ... 1.53 eV
Energy ... -5638.28633 hartree